1.
{"formula": "C19H16B2Br3F8MnN3O6", "method": "ωB97M-V/def2-TZVPD", "spin_multiplicity": 6, "homo_lumo_gap_ha": [0.092, 0.100], "e_homo_ev": [-9.57, -9.57], "species": ["Mn", "B", "F", "F", "F", "F", "B", "F", "F", "F", "F", "C", "Br", "Br", "Br", "H", "C", "C", "C", "C", "C", "C", "N", "O", "O", "H", "H", "H", "H", "H", "C", "C", "C", "C", "C", "C", "N", "O", "O", "H", "H", "H", "H", "H", "C", "C", "C", "C", "C", "C", "N", "O", "O", "H", "H", "H", "H", "H"], "positions_angstrom": [[2.22662, -4.76656, -2.86950], [-1.05130, -3.01708, -1.86616], [-0.88094, -4.37976, -1.97089], [-1.72708, -2.62764, -2.96841], [-1.78663, -2.73056, -0.67670], [0.21557, -2.38493, -1.88559], [2.84127, -4.42860, -6.59490], [3.76178, -4.24963, -5.54968], [2.74313, -3.18094, -7.20370], [3.28177, -5.33524, -7.56094], [1.64950, -4.83078, -6.07765], [-3.43196, 1.05537, -7.23594], [-3.48379, 0.66021, -9.12321], [-5.29523, 0.77808, -6.37790], [-2.78521, 2.87393, -6.75118], [-2.89240, 0.25645, -6.72733], [0.36765, 2.81888, 2.47752], [0.58507, 3.51227, 3.64032], [-0.37965, 3.77739, 4.50553], [-1.63473, 3.13608, 4.38782], [-1.85082, 2.25571, 3.29423], [-0.83678, 2.18242, 2.35099], [-2.67265, 3.33322, 5.40617], [-3.80924, 3.02759, 5.11133], [-2.34487, 3.87026, 6.46348], [1.13345, 2.73005, 1.72118], [1.48016, 4.11512, 3.59818], [-0.21538, 4.53273, 5.25976], [-2.74859, 1.65569, 3.27467], [-1.07330, 1.57145, 1.49240], [-6.81533, 0.45940, 0.58255], [-7.73972, 0.30740, 1.61225], [-8.23523, 1.53300, 2.19327], [-7.82604, 2.83104, 1.74408], [-6.94071, 2.90964, 0.68843], [-6.44982, 1.73437, 0.02971], [-8.30355, 3.96892, 2.53370], [-7.72173, 5.06643, 2.35735], [-9.25744, 3.84206, 3.34596], [-6.42877, -0.46035, 0.16900], [-7.92074, -0.70840, 1.93129], [-8.89526, 1.52566, 3.04808], [-6.51457, 3.88590, 0.51027], [-5.69391, 1.78033, -0.74029], [10.76615, -2.80895, 1.23642], [9.79384, -3.78885, 1.35169], [8.48750, -3.56382, 0.87767], [8.16685, -2.32536, 0.30847], [9.12583, -1.32305, 0.23991], [10.42187, -1.57766, 0.64345], [6.74474, -2.11750, -0.14076], [6.26500, -1.01547, -0.04567], [6.08959, -3.12416, -0.59301], [11.78775, -2.96640, 1.54938], [10.06316, -4.68899, 1.88425], [7.69425, -4.29343, 0.94718], [8.77336, -0.47785, -0.33263], [11.17731, -0.81511, 0.52418]], "atomic_forces_ev_per_a": [[-1.268, 1.421, -1.628], [-1.811, 1.373, 1.073], [1.711, -2.428, 0.056], [-0.689, 0.700, -1.044], [1.052, -0.139, -0.777], [1.498, -0.478, 0.224], [0.937, 1.108, -3.257], [0.590, -0.634, 2.514], [-0.358, 0.225, 0.176], [0.153, -0.262, 0.774], [-1.696, -0.757, 1.961], [-1.421, 0.149, 0.849], [0.075, 0.357, 0.639], [1.374, 0.338, -0.799], [-0.330, -1.442, -0.494], [0.304, 0.590, -0.179], [-0.282, -0.975, -0.043], [2.487, 1.294, -2.537], [-3.007, 0.316, 2.385], [1.088, -0.903, -1.094], [0.383, 1.389, 2.003], [-1.144, -1.109, -0.873], [0.134, 0.987, 0.390], [0.093, -0.277, 0.075], [-0.121, -0.577, -0.803], [-0.018, 0.021, -0.039], [0.325, -0.041, 0.761], [-0.165, -0.205, 0.304], [-0.071, 0.147, -0.319], [0.277, -0.083, -0.228], [-0.198, 1.164, -1.022], [0.376, 3.039, 0.079], [0.386, -0.481, -0.405], [-0.690, -3.493, 0.715], [1.167, -0.399, -0.605], [-1.086, -0.306, 2.504], [-0.633, 2.607, 1.110], [-1.032, -2.356, 0.141], [2.267, -0.254, -2.056], [0.326, 0.105, -0.281], [-0.514, 0.281, 0.458], [-0.119, -0.179, -0.013], [-0.090, 0.079, -0.565], [-0.133, 0.192, -0.064], [-0.679, 0.959, -0.756], [-0.503, 0.258, 0.110], [0.110, 0.449, -0.119], [0.137, -1.441, 0.817], [-1.142, -0.247, -1.156], [0.200, -0.329, 0.419], [-1.017, -1.790, -0.861], [0.423, -0.269, -0.072], [1.912, 2.195, 1.228], [-0.041, -0.121, 0.137], [-0.253, -0.271, -0.206], [0.165, -0.211, 0.095], [0.554, 0.661, 0.342], [0.006, 0.055, -0.047]], "lowdin_charge": [1.7514, -1.3187, 0.1093, 0.1673, 0.0845, 0.0730, -1.3374, 0.0830, 0.1209, 0.1208, 0.1405, -1.4874, 0.5691, 0.4332, 0.5162, -0.0315, -0.0696, -0.1094, -0.0226, -0.1107, 0.0185, -0.0794, -0.3525, 0.0817, 0.0665, 0.1129, 0.1146, 0.1229, 0.1176, 0.1095, -0.0831, -0.0524, 0.0263, -0.1565, -0.0100, -0.0288, -0.3045, 0.0531, 0.0470, 0.0989, 0.1006, 0.1016, 0.1107, 0.0974, -0.0593, -0.0611, 0.0002, -0.1382, -0.0151, -0.0553, -0.3117, 0.1057, -0.0149, 0.1087, 0.1066, 0.1099, 0.1210, 0.1090]}


2.
{"formula": "C8H8N2", "method": "ωB97M-V/def2-TZVPD", "e_above_lowest_kj_mol": 451.0, "smiles": "CCC1=C(C)C1(C#N)C#N", "spin_multiplicity": 1, "homo_lumo_gap_ha": 0.382, "e_homo_ev": -9.84, "species": ["C", "C", "C", "C", "C", "C", "C", "N", "C", "N", "H", "H", "H", "H", "H", "H", "H", "H"], "positions_angstrom": [[1.80032, 0.25813, -1.53598], [1.10851, -0.97515, -0.97858], [0.06998, -0.69833, 0.00368], [-0.33119, -0.09411, 1.05293], [-0.07210, 0.68551, 2.24526], [-1.54311, -0.10764, 0.12339], [-1.85009, 1.00762, -0.69359], [-2.06335, 1.91743, -1.33380], [-2.52612, -1.10643, 0.32530], [-3.01714, -2.15780, 0.35962], [1.58059, 1.16560, -1.02201], [1.57599, 0.46722, -2.57650], [2.88105, 0.11162, -1.48755], [1.79134, -1.58237, -0.45263], [0.66696, -1.51172, -1.70804], [0.95121, 0.43897, 2.60610], [-0.88235, 0.51526, 3.09837], [-0.14047, 1.66621, 1.97401]], "atomic_forces_ev_per_a": [[0.849, 0.007, -0.565], [0.138, 1.608, 1.562], [-2.221, 1.696, 0.609], [-0.885, 0.241, -0.336], [-0.399, -3.010, 3.178], [2.664, -0.960, -0.045], [0.287, -0.972, 1.162], [-0.400, 1.803, -1.341], [-0.267, -2.496, -0.530], [-0.167, 1.295, 0.346], [-0.250, 0.559, 0.665], [-0.253, -0.253, -0.164], [-0.033, 0.064, 0.001], [1.031, -0.930, 0.399], [-1.084, -2.072, -2.666], [-0.761, 0.374, 0.080], [1.797, 0.144, -1.778], [-0.045, 2.902, -0.576]], "lowdin_charge": [-0.0592, -0.1707, 0.0303, -0.1933, -0.0157, -0.2605, -0.1962, 0.1689, -0.1798, 0.1600, 0.0673, 0.0790, 0.0784, 0.1124, 0.0843, 0.1014, 0.1427, 0.0505]}


3.
{"formula": "C32H57CuN2O2P2", "method": "ωB97M-V/def2-TZVPD", "e_above_lowest_kj_mol": 302.9, "spin_multiplicity": 2, "homo_lumo_gap_ha": [0.264, 0.223], "charge": 1, "e_homo_ev": [-9.63, -9.34], "species": ["C", "C", "C", "C", "C", "H", "H", "H", "N", "P", "P", "C", "H", "H", "C", "O", "C", "H", "C", "C", "C", "C", "C", "H", "H", "H", "C", "H", "H", "H", "C", "H", "H", "H", "C", "H", "H", "H", "C", "H", "H", "H", "C", "H", "H", "H", "C", "H", "H", "H", "C", "H", "H", "H", "C", "H", "H", "H", "C", "H", "H", "H", "C", "H", "H", "H", "C", "H", "H", "H", "Cu", "N", "C", "C", "C", "C", "C", "H", "H", "H", "H", "H", "H", "H", "H", "H", "C", "C", "C", "O", "H", "H", "H", "H", "H", "H"], "positions_angstrom": [[2.33963, 1.16759, -1.45139], [0.34800, 2.24576, -0.99625], [2.94303, 2.38215, -1.81145], [0.96101, 3.48907, -1.06445], [2.27320, 3.57000, -1.52243], [3.94533, 2.37498, -2.27795], [0.42253, 4.37852, -0.78599], [2.73149, 4.52653, -1.73791], [1.10813, 1.15725, -0.90194], [2.29614, -1.49760, -0.64612], [-2.13483, 1.71220, 0.54505], [3.01839, -0.15949, -1.74496], [2.77161, -0.40089, -2.79899], [4.12325, -0.07904, -1.68494], [-0.27740, -1.77012, 1.30169], [-1.04251, -2.54615, 1.77429], [-1.22372, 2.11657, -1.10096], [-1.51285, 3.14413, -1.36890], [-3.89908, 2.35398, 0.07212], [-1.73592, 1.83849, 2.46304], [2.04666, -3.01325, -1.73806], [3.75799, -1.67255, 0.59851], [-4.70179, 1.07286, -0.25704], [-4.84510, 0.43473, 0.63558], [-5.70016, 1.37790, -0.62484], [-4.20425, 0.47433, -1.04195], [-4.58295, 3.22727, 1.14830], [-4.74954, 2.73952, 2.11970], [-4.00520, 4.15682, 1.28785], [-5.57257, 3.51862, 0.75093], [-3.79143, 3.28293, -1.15919], [-4.77282, 3.37746, -1.65341], [-3.43687, 4.27891, -0.83019], [-3.11120, 2.87822, -1.91948], [-2.77151, 0.96618, 3.18434], [-2.69308, -0.09751, 2.92713], [-2.64022, 1.03795, 4.27829], [-3.80448, 1.28365, 2.98656], [-0.31911, 1.35073, 2.73459], [-0.16087, 0.32636, 2.38193], [0.43536, 1.98534, 2.25201], [-0.10000, 1.34677, 3.81711], [-1.86073, 3.28836, 2.91343], [-2.90122, 3.61694, 2.94654], [-1.47058, 3.40034, 3.93449], [-1.28558, 3.95893, 2.26910], [3.58876, -3.01792, 1.34632], [4.38884, -3.08199, 2.10972], [2.60694, -3.08422, 1.85924], [3.73121, -3.86408, 0.63997], [3.66441, -0.42577, 1.52272], [3.76630, 0.50006, 0.91628], [2.71467, -0.40963, 2.09568], [4.51259, -0.45592, 2.23398], [5.15095, -1.64722, -0.09740], [5.87280, -2.02866, 0.65267], [5.18592, -2.29911, -0.99315], [5.45074, -0.61114, -0.35518], [1.19610, -2.58786, -2.94945], [1.74999, -1.90344, -3.60711], [0.96561, -3.48365, -3.54613], [0.24808, -2.11609, -2.65433], [1.28945, -4.10252, -0.95043], [0.30675, -3.75844, -0.60486], [1.13378, -4.96289, -1.61549], [1.84698, -4.45779, -0.07835], [3.38184, -3.53945, -2.28581], [3.91057, -2.75783, -2.85579], [4.04005, -3.95764, -1.51191], [3.13730, -4.35176, -2.99010], [0.28805, -0.65409, -0.12437], [-1.36067, -0.13271, -1.14789], [-1.65534, 0.85637, -1.87787], [-2.39422, 0.50422, -3.28031], [-3.12997, 1.65492, -3.90855], [-1.33539, 0.07657, -4.28183], [-3.39552, -0.66965, -3.15220], [-4.05309, 1.87889, -3.36239], [-2.46407, 2.52174, -3.95701], [-3.39719, 1.35031, -4.92821], [-0.83796, -0.86069, -4.01663], [-1.84728, -0.03534, -5.24950], [-0.56301, 0.85139, -4.36327], [-3.68770, -0.87436, -4.19662], [-2.97778, -1.57965, -2.70027], [-4.31744, -0.44564, -2.59285], [0.47698, -3.05298, 4.91686], [1.21613, -1.90524, 4.24161], [2.18345, -1.14829, 5.13394], [1.05692, -1.63224, 3.07756], [1.09888, -3.50016, 5.70429], [0.22820, -3.80120, 4.14968], [-0.45725, -2.68313, 5.37326], [2.63535, -0.32823, 4.55660], [1.66538, -0.74688, 6.01988], [2.96975, -1.84071, 5.48120]], "atomic_forces_ev_per_a": [[0.372, 0.646, 0.388], [-0.825, -0.140, 0.726], [0.351, -0.254, -0.074], [0.109, 0.275, -0.349], [-0.031, -0.687, 0.051], [-0.750, 0.044, 0.298], [-0.300, 0.243, -0.394], [0.008, 0.005, 0.213], [-0.141, -0.284, -1.664], [1.374, -0.140, -0.440], [-0.947, -1.987, 0.422], [-0.158, -0.171, -0.075], [0.142, 0.105, 0.507], [-0.816, -0.020, -0.028], [-5.243, -3.745, 2.454], [3.645, 3.385, -2.485], [1.690, 1.856, 1.284], [0.196, -0.730, -0.551], [0.405, 0.229, 0.229], [0.204, 1.404, -0.546], [0.666, 0.218, -0.011], [-0.369, -0.065, -0.633], [-0.247, 0.266, 0.032], [0.152, 0.308, -0.418], [0.302, -0.199, 0.102], [-0.274, 0.403, 0.644], [-0.220, -0.035, -0.170], [0.082, 0.166, -0.416], [-0.326, -0.418, 0.063], [0.299, -0.120, 0.181], [-0.040, -0.285, -0.109], [0.190, 0.127, 0.373], [-0.143, -0.405, -0.364], [-0.797, 0.517, 0.403], [-0.288, -0.299, -0.129], [0.072, 0.223, -0.102], [0.198, 0.166, -0.367], [0.356, -0.129, -0.009], [0.332, -0.338, -0.202], [-0.059, 0.289, 0.068], [-0.139, -0.028, 0.062], [-0.257, 0.123, -0.298], [0.028, 0.346, 0.640], [0.270, 0.002, -0.074], [-0.008, -0.028, -0.072], [-0.074, -0.021, 0.085], [0.205, 0.295, 0.101], [-0.389, -0.060, -0.239], [0.549, -0.074, -0.396], [-0.153, 0.484, 0.586], [-0.110, -0.308, -0.046], [-0.107, -0.450, 0.409], [0.570, 0.056, -0.399], [-0.339, 0.056, -0.256], [-0.173, -0.168, 0.301], [-0.170, 0.213, -0.482], [0.150, 0.506, 0.588], [-0.080, -0.681, 0.094], [-0.014, 0.006, 0.036], [-0.233, -0.159, 0.137], [0.010, 0.208, 0.183], [0.222, -0.107, 0.000], [0.134, 0.037, -0.072], [0.173, -0.004, -0.140], [-0.011, 0.156, 0.128], [-0.105, 0.072, -0.176], [-0.262, -0.443, -0.286], [-0.085, -0.283, 0.250], [-0.207, 0.169, -0.253], [0.267, 0.149, 0.141], [-0.168, 0.177, -0.097], [-0.292, -0.558, -1.044], [-0.331, -1.068, 0.335], [0.393, -0.259, 0.965], [-0.283, 0.409, 0.006], [0.563, 0.046, -0.155], [-0.044, -0.101, 0.057], [0.246, 0.145, -0.290], [-0.319, 0.168, -0.138], [-0.019, 0.255, 0.195], [-0.173, 0.116, -0.002], [0.450, -0.076, 0.184], [-0.071, -0.097, -0.197], [-0.019, -0.193, 0.447], [0.124, 0.311, -0.241], [0.414, 0.127, -0.344], [0.062, -0.075, -0.425], [0.069, -0.436, 1.466], [0.078, 0.258, -0.412], [0.682, 0.313, 0.273], [-0.256, 0.125, -0.204], [-0.038, 0.205, 0.369], [0.346, -0.082, -0.168], [-0.096, -0.251, 0.321], [0.157, -0.209, -0.270], [-0.307, 0.266, -0.083]], "lowdin_charge": [-0.2981, -0.2401, -0.0150, -0.0187, -0.0305, 0.1290, 0.1165, 0.1168, 0.0773, 1.1041, 1.2470, -0.2242, 0.0926, 0.0816, -0.0769, 0.0868, -0.2750, 0.0792, -0.6339, -0.6695, -0.6867, -0.6395, -0.0904, 0.0875, 0.0950, 0.0372, -0.1019, 0.0647, 0.0770, 0.0966, -0.1118, 0.1018, 0.1005, 0.0116, -0.0831, 0.0794, 0.1015, 0.0606, -0.1047, 0.0177, 0.0874, 0.0995, -0.1142, 0.0546, 0.0891, 0.0819, -0.0862, 0.0928, 0.0705, 0.0711, -0.0860, 0.0800, 0.0532, 0.0971, -0.0913, 0.0946, 0.0651, 0.0775, -0.1026, 0.0740, 0.1000, 0.0542, -0.0793, 0.0683, 0.0949, 0.0654, -0.0939, 0.0863, 0.0703, 0.0935, 0.1081, 0.1275, -0.3079, -0.5265, -0.0675, -0.0532, -0.0485, 0.0792, 0.1008, 0.0978, 0.0653, 0.0945, 0.0957, 0.0972, 0.0876, 0.0692, -0.0003, -0.4531, -0.0043, -0.0431, 0.0868, 0.0884, 0.1018, 0.0788, 0.0975, 0.0981]}


4.
{"formula": "C2H4N4O", "method": "ωB97M-V/def2-TZVPD", "spin_multiplicity": 1, "homo_lumo_gap_ha": [0.280, 0.267], "charge": 2, "e_homo_ev": [-19.74, -19.82], "species": ["C", "C", "N", "N", "N", "N", "O", "H", "H", "H", "H"], "positions_angstrom": [[-0.95399, -0.17106, 1.01388], [-2.63745, 1.60557, -1.60945], [-2.07882, 0.82367, -0.83137], [-1.64741, 0.36380, 0.23536], [1.09578, -0.22604, 0.13931], [2.17845, -0.91326, 0.35008], [-2.96643, 2.26765, -2.45924], [-0.54812, -0.42410, 1.89991], [2.40570, -0.74812, 1.35795], [2.97719, -0.63389, -0.27297], [2.17511, -1.94421, 0.17652]], "atomic_forces_ev_per_a": [[-3.828, 2.357, -3.701], [1.282, -0.865, 1.555], [-0.465, -0.094, -1.209], [1.613, -0.875, 1.694], [-2.495, 1.823, -1.816], [3.635, -2.033, 0.936], [-0.772, 0.550, -0.569], [0.830, -0.960, 2.795], [0.847, -0.320, -0.167], [0.028, 0.556, 0.298], [-0.673, -0.139, 0.184]], "lowdin_charge": [0.2530, -0.0998, 0.2049, 0.1024, 0.2575, 0.1250, 0.3770, 0.0935, 0.2244, 0.2333, 0.2287]}